1.
{"formula": "C36H34BrF15GeIrN7O3S", "method": "ωB97M-V/def2-TZVPD", "e_homo_ha": [-0.58597, -0.58594], "spin_multiplicity": 2, "orbital_gap_ev": [7.10, 5.07], "lumo_energy_ev": [-8.85, -10.87], "total_charge": 3, "de_lowest_kcal_mol": 0.0, "symbols": ["C", "C", "H", "H", "C", "N", "C", "C", "C", "H", "H", "H", "H", "H", "H", "H", "N", "C", "H", "C", "C", "O", "F", "F", "H", "C", "H", "C", "H", "N", "C", "F", "C", "H", "H", "O", "Ge", "C", "O", "F", "N", "H", "H", "F", "H", "C", "H", "C", "F", "H", "F", "C", "C", "C", "C", "F", "F", "H", "H", "H", "N", "C", "F", "C", "H", "Ir", "C", "C", "C", "F", "F", "C", "H", "Br", "C", "S", "C", "H", "H", "C", "F", "N", "H", "C", "N", "H", "C", "H", "H", "H", "C", "C", "C", "H", "C", "F", "F", "C", "H"], "positions_angstrom": [[4.81, -0.12, -1.34], [3.51, -0.03, 4.18], [-3.65, -3.66, -0.73], [1.04, 1.28, 3.95], [6.03, -1.55, -3.41], [-0.98, 1.71, -0.21], [4.12, -1.26, 4.34], [4.07, -0.74, -2.32], [3.53, 0.57, 2.93], [-1.50, 0.93, 5.23], [2.41, -2.68, -0.28], [-0.42, -0.42, 5.69], [1.19, 2.57, -4.43], [0.04, 1.25, 6.02], [0.06, -2.43, -5.46], [-2.52, -5.24, 1.01], [-0.11, -1.43, -3.58], [5.02, 2.67, 0.18], [1.99, -1.82, 1.23], [4.71, -1.26, 2.02], [-3.03, 2.59, 0.62], [-1.08, -1.33, 0.01], [2.71, -0.68, -2.28], [4.11, -1.85, 5.52], [-1.82, -0.77, 3.75], [-0.17, 0.11, 2.91], [1.67, -4.43, 1.30], [6.19, -0.26, -1.41], [-3.78, -3.13, 0.95], [0.93, 0.48, -4.33], [0.34, -0.19, -3.35], [5.54, 5.35, -2.22], [-2.87, 3.73, -0.14], [0.03, 2.82, -1.63], [-1.54, -1.13, 2.07], [0.21, 0.40, -2.21], [4.17, 0.95, 0.15], [-1.62, -4.88, 0.51], [0.58, 0.24, 1.88], [6.92, 6.30, -0.08], [-1.29, -0.62, 2.90], [2.66, 1.62, -4.62], [-1.54, -5.40, -0.45], [5.29, -3.07, 3.40], [-2.05, -2.19, -3.72], [1.72, 1.68, -4.08], [-3.60, 4.53, -0.11], [-0.47, 0.60, 5.31], [3.89, -2.01, -4.29], [-3.24, -1.99, -0.31], [6.93, 0.28, -0.44], [5.61, 4.65, -1.10], [-1.75, 3.82, -0.96], [4.12, -0.02, 1.83], [-0.39, -5.08, 1.36], [5.79, 2.49, 2.39], [6.60, -2.22, -4.39], [-1.74, -1.20, -2.29], [1.60, -2.03, -4.65], [-0.19, -6.14, 1.49], [0.46, -3.01, 0.37], [-1.32, -1.94, -2.95], [2.92, 1.76, 2.80], [4.72, -1.89, 3.26], [1.93, 1.79, -3.02], [0.35, 0.20, -0.17], [6.37, 4.41, 1.18], [-3.21, -3.02, 0.03], [-2.08, 1.59, 0.56], [8.12, -1.07, -2.46], [7.04, 4.88, 2.22], [5.72, 3.19, 1.26], [-1.10, -2.85, -2.39], [-4.51, 2.35, 1.74], [4.98, 3.43, -0.98], [1.99, 1.73, -0.24], [6.31, 5.14, 0.00], [-0.33, -0.28, -5.84], [-0.54, -4.64, 2.35], [6.81, -0.96, -2.42], [4.28, 2.95, -2.04], [-1.82, -3.44, 0.25], [0.57, -3.34, -4.04], [0.61, 0.26, -5.75], [0.21, 0.71, 4.02], [1.03, -4.93, -0.26], [1.62, -2.16, 0.26], [1.40, -0.29, -6.26], [-1.60, 4.68, -1.60], [-2.19, 0.68, 1.12], [-0.83, 2.80, -0.98], [0.57, -2.35, -4.50], [4.65, -1.44, -3.36], [0.49, 1.23, -6.22], [0.78, -4.42, 0.67], [2.90, 0.57, 5.20], [5.27, -1.90, 0.99], [-0.81, -2.58, 0.20], [1.48, -1.29, -0.43]], "lowdin_spin": [0.007, 0.000, 0.000, 0.000, 0.000, -0.002, 0.000, 0.001, 0.002, 0.000, 0.000, 0.000, 0.000, 0.000, 0.000, 0.000, 0.000, 0.000, 0.000, 0.001, 0.000, 0.008, 0.005, 0.000, 0.000, 0.000, 0.000, 0.001, 0.000, 0.000, 0.000, 0.000, 0.000, 0.002, 0.000, 0.004, 0.034, 0.000, 0.006, 0.000, 0.000, 0.000, 0.000, 0.000, 0.000, 0.011, 0.000, 0.000, 0.000, 0.000, 0.000, 0.000, 0.000, 0.006, 0.000, 0.000, 0.000, 0.000, 0.000, 0.000, 0.001, 0.000, 0.015, 0.000, 0.014, 0.202, 0.000, 0.000, 0.000, 0.000, 0.000, 0.000, 0.000, 0.000, 0.001, 0.672, 0.000, 0.000, 0.000, 0.000, 0.008, 0.002, 0.000, 0.000, 0.000, 0.000, 0.000, 0.000, 0.000, 0.000, 0.001, 0.000, 0.000, 0.000, 0.000, 0.000, 0.000, 0.000, 0.000]}

2.
{"formula": "C5H7NO", "method": "ωB97M-V/def2-TZVPD", "e_homo_ha": -0.36052, "smiles": "C/C=C\\CN=C=O", "orbital_gap_ev": 10.62, "lumo_energy_ev": 0.81, "total_charge": 0, "de_lowest_kcal_mol": 18.1, "symbols": ["H", "N", "C", "H", "O", "H", "C", "H", "H", "C", "C", "C", "H", "H"], "positions_angstrom": [[2.41, -0.32, 0.76], [-1.33, 1.52, -0.78], [0.62, -1.20, -0.02], [0.94, 0.27, 1.55], [0.26, 2.73, -2.07], [-1.01, -1.32, -1.33], [-0.47, 2.09, -1.42], [-2.44, 0.06, 0.13], [1.08, -2.05, -0.52], [-1.39, 0.35, 0.07], [-0.57, -0.80, -0.47], [1.41, -0.61, 1.11], [1.56, -1.35, 1.91], [-1.07, 0.63, 1.08]], "lowdin_charge": [0.078, 0.116, -0.158, 0.063, 0.141, 0.103, -0.321, 0.111, 0.100, -0.205, -0.115, -0.096, 0.077, 0.105]}

3.
{"formula": "C5H6NO", "method": "ωB97M-V/def2-TZVPD", "e_homo_ha": -0.57034, "smiles": "COC1=[N+]=CC=C1", "orbital_gap_ev": 8.78, "lumo_energy_ev": -6.74, "total_charge": 1, "de_lowest_kcal_mol": 68.8, "symbols": ["O", "C", "C", "H", "H", "C", "H", "C", "H", "H", "N", "C", "H"], "positions_angstrom": [[-1.25, -0.73, 0.00], [-0.14, -0.30, -0.12], [1.12, -1.18, -0.07], [-2.96, -0.03, -0.79], [2.09, 1.95, 0.10], [-2.39, 0.27, 0.04], [3.14, -0.83, 0.00], [1.57, 0.99, 0.07], [-2.85, 0.22, 0.99], [1.15, -2.23, 0.00], [0.31, 1.02, -0.10], [2.18, -0.41, 0.07], [-1.95, 1.27, -0.19]], "lowdin_charge": [0.164, -0.265, 0.059, 0.097, 0.146, 0.131, 0.120, 0.020, 0.101, 0.120, 0.144, 0.050, 0.114]}

4.
{"formula": "C27H61Br2N7O10", "method": "ωB97M-V/def2-TZVPD", "e_homo_ha": -0.24627, "orbital_gap_ev": 6.69, "lumo_energy_ev": -0.01, "total_charge": 0, "symbols": ["C", "C", "H", "H", "C", "H", "H", "H", "H", "H", "H", "H", "H", "C", "H", "H", "C", "H", "H", "C", "H", "O", "O", "Br", "H", "H", "O", "H", "H", "H", "H", "C", "C", "C", "C", "C", "O", "C", "H", "H", "H", "H", "C", "H", "H", "N", "H", "C", "H", "O", "H", "H", "H", "H", "H", "H", "H", "C", "H", "H", "H", "H", "N", "Br", "H", "H", "H", "O", "H", "N", "N", "C", "C", "H", "C", "H", "C", "H", "H", "O", "H", "H", "H", "H", "H", "O", "H", "H", "C", "C", "C", "C", "H", "H", "H", "C", "H", "C", "N", "N", "C", "O", "H", "N", "C", "O", "H"], "positions_angstrom": [[6.94, 16.68, -3.18], [5.00, 11.62, -5.51], [7.64, 16.22, -3.87], [2.02, 13.10, -3.65], [3.07, 11.17, -4.15], [6.89, 11.71, -2.01], [3.20, 12.94, -1.73], [2.03, 15.68, -2.17], [2.45, 15.27, -0.43], [3.48, 10.57, -4.97], [2.16, 17.47, 2.42], [1.57, 10.12, -1.79], [2.03, 11.91, 1.92], [3.80, 12.91, 0.38], [-0.26, 11.07, -4.87], [6.05, 14.05, -5.75], [2.71, 17.93, 1.60], [7.00, 8.99, -0.62], [7.82, 7.93, -3.38], [1.70, 14.14, -3.53], [5.92, 10.41, -4.13], [3.76, 15.37, -3.12], [5.22, 11.76, -6.75], [2.56, 14.28, 0.99], [6.58, 8.31, 0.88], [2.23, 11.77, -0.75], [5.31, 16.95, 1.67], [7.48, 9.50, 2.81], [3.02, 10.37, 2.39], [7.07, 10.49, -0.87], [4.44, 10.74, -5.15], [5.92, 13.77, -4.71], [4.48, 16.39, 0.95], [4.94, 15.68, -2.50], [1.16, 7.75, -2.42], [0.80, 11.22, -5.09], [5.60, 16.21, -3.45], [6.68, 10.64, -1.88], [0.75, 14.13, -3.00], [0.00, 11.30, -2.76], [6.94, 9.26, -4.87], [3.92, 12.19, 1.19], [2.60, 14.83, -2.54], [2.87, 11.79, 5.55], [7.22, 16.49, -2.15], [3.21, 16.79, 0.89], [5.92, 9.27, 2.76], [6.60, 10.07, 2.48], [6.92, 13.62, -4.28], [5.62, 12.15, 4.08], [1.65, 14.79, -4.41], [6.27, 11.36, -0.51], [4.28, 7.56, -1.59], [3.62, 10.76, -3.30], [5.24, 11.30, 2.29], [3.04, 6.24, -1.89], [2.67, 9.77, -0.39], [3.31, 7.13, -1.33], [3.20, 10.08, -2.15], [6.49, 10.92, 3.15], [4.63, 15.61, 0.19], [7.62, 10.91, -4.53], [5.20, 12.47, -4.57], [4.41, 10.62, -1.34], [2.90, 14.33, -1.62], [1.99, 18.61, 1.13], [4.82, 13.26, 0.23], [0.32, 8.56, -2.88], [3.71, 13.19, 5.10], [6.52, 10.30, 1.13], [2.27, 8.15, -1.75], [7.08, 9.18, 0.45], [7.60, 8.46, -2.44], [0.86, 12.03, -5.81], [1.10, 11.38, -2.71], [8.16, 9.04, 0.58], [4.85, 11.71, 3.23], [1.00, 10.26, -5.58], [7.26, 17.70, -3.40], [5.12, 15.57, -1.33], [1.10, 6.70, -2.77], [3.56, 12.04, -4.57], [1.85, 16.88, -0.77], [2.01, 13.01, 4.63], [5.90, 12.07, -2.52], [5.61, 12.38, 1.25], [5.52, 14.58, -4.11], [4.20, 12.71, -2.69], [3.21, 12.20, -0.93], [2.96, 12.49, 4.72], [2.49, 9.63, -1.45], [6.12, 11.45, 0.57], [3.09, 6.80, -0.31], [1.34, 16.01, 0.55], [4.57, 11.10, -3.03], [4.99, 12.10, -3.13], [3.45, 18.43, 2.23], [6.96, 10.11, -4.18], [1.64, 11.15, -3.91], [7.20, 9.65, -2.79], [2.45, 11.25, 2.68], [7.77, 7.94, -1.27], [1.62, 11.01, 3.35], [3.50, 11.85, 3.44], [2.26, 16.24, 0.02], [1.78, 11.62, -1.67], [5.60, 10.50, -1.81]], "lowdin_charge": [0.012, -0.448, 0.092, 0.042, -0.071, 0.124, 0.040, 0.101, -0.102, 0.093, 0.089, 0.056, 0.024, -0.466, 0.099, 0.108, -0.044, -0.003, 0.140, 0.001, 0.056, 0.042, 0.013, 1.145, 0.116, -0.087, 0.008, 0.111, 0.101, 0.068, 0.072, 0.036, -0.375, -0.603, -0.287, -0.021, 0.005, -0.240, 0.107, 0.174, 0.110, 0.019, -0.242, 0.080, 0.107, -0.253, 0.115, -0.104, 0.097, 0.019, 0.110, 0.036, 0.075, 0.031, 0.063, 0.071, 0.099, -0.010, -0.088, 0.067, 0.065, 0.121, -0.138, 1.361, 0.064, 0.093, 0.061, -0.043, 0.075, -0.136, -0.104, -0.113, -0.248, 0.105, -0.203, 0.125, -0.380, 0.103, 0.099, 0.147, 0.133, 0.100, 0.099, 0.079, 0.048, -0.142, 0.050, 0.079, -0.354, -0.021, -0.253, -0.292, 0.087, 0.053, -0.061, -0.209, 0.091, 0.016, -0.110, -0.087, -0.107, -0.070, 0.089, -0.151, -0.422, -0.146, -0.291]}

5.
{"formula": "CH4NP", "method": "ωB97M-V/def2-TZVPD", "e_homo_ha": -0.31562, "orbital_gap_ev": 8.85, "lumo_energy_ev": 0.26, "total_charge": 0, "de_lowest_kcal_mol": 73.9, "symbols": ["H", "P", "C", "N", "H", "H", "H"], "positions_angstrom": [[-1.38, 1.27, -0.64], [-0.25, 1.42, 0.07], [0.44, -0.07, -0.38], [0.71, -0.84, -1.28], [1.16, -0.47, 1.30], [-1.01, 0.96, 1.28], [1.41, -1.60, -1.15]], "lowdin_charge": [-0.141, 0.730, -0.730, 0.034, 0.071, -0.053, 0.090]}

6.
{"formula": "C3H4O3", "method": "ωB97M-V/def2-TZVPD", "e_homo_ha": -0.38148, "smiles": "O=C1COCO1", "orbital_gap_ev": 11.19, "lumo_energy_ev": 0.81, "total_charge": 0, "de_lowest_kcal_mol": 35.1, "symbols": ["C", "H", "C", "C", "O", "O", "O", "H", "H", "H"], "positions_angstrom": [[0.70, 0.85, 0.13], [-1.94, 0.17, -0.70], [0.99, -0.61, -0.17], [-1.26, -0.34, 0.00], [-0.57, 0.66, 0.77], [1.94, -1.29, 0.09], [-0.22, -1.09, -0.67], [-1.86, -1.09, 0.58], [1.39, 1.33, 0.83], [0.85, 1.42, -0.84]], "lowdin_charge": [-0.086, 0.134, -0.431, -0.153, -0.079, 0.159, 0.022, 0.149, 0.136, 0.151]}

Summary of E in hartree
-8651.79410, -324.69564, -323.76036, -7347.35510, -436.44624, -342.39995
(order as listed above)